No. 1
{
  "formula": "C31H64IN2O5PS",
  "method": "wB97M-V/def2-TZVPD",
  "elements": ["C", "C", "C", "I", "P", "S", "C", "C", "C", "C", "C", "C", "O", "C", "C", "C", "C", "O", "O", "H", "H", "H", "H", "H", "H", "H", "H", "H", "H", "H", "H", "H", "H", "H", "H", "H", "H", "H", "H", "H", "H", "H", "H", "H", "H", "H", "H", "C", "C", "C", "C", "C", "C", "N", "O", "C", "C", "C", "H", "H", "H", "H", "H", "H", "H", "H", "H", "H", "H", "H", "H", "H", "H", "H", "H", "H", "C", "C", "C", "C", "C", "C", "N", "O", "C", "C", "C", "H", "H", "H", "H", "H", "H", "H", "H", "H", "H", "H", "H", "H", "H", "H", "H", "H", "H"],
  "positions_angstrom": [[-4.992, 0.621, 4.570], [-4.344, 2.021, 4.620], [-3.897, 2.553, 3.235], [-4.752, 4.559, 3.079], [-1.950, 2.616, 3.123], [0.263, 2.740, 3.283], [-1.965, 3.574, 1.542], [-0.857, 3.342, 0.493], [-0.656, 1.867, 0.037], [0.832, 1.445, 0.028], [1.081, -0.066, 0.305], [2.021, -0.292, 1.483], [3.336, 0.254, 1.321], [3.703, 0.926, 2.508], [-1.880, 0.764, 3.289], [-1.530, 0.307, 4.739], [-0.330, -0.619, 4.742], [0.507, -0.496, 5.541], [-0.217, -1.558, 3.803], [-4.624, 0.028, 5.402], [-6.060, 0.696, 4.743], [-4.847, 0.099, 3.630], [-5.083, 2.689, 5.034], [-3.514, 2.061, 5.323], [-4.314, 1.909, 2.465], [-2.009, 3.353, 4.335], [0.532, 2.419, 4.564], [-2.896, 3.337, 1.040], [-1.992, 4.628, 1.801], [-1.209, 3.862, -0.397], [0.079, 3.828, 0.730], [-1.292, 1.170, 0.579], [-0.962, 1.808, -1.002], [1.197, 1.642, -0.975], [1.452, 2.028, 0.701], [1.499, -0.510, -0.595], [0.154, -0.597, 0.521], [2.102, -1.350, 1.732], [1.567, 0.209, 2.334], [3.192, 1.886, 2.592], [3.467, 0.306, 3.377], [4.774, 1.098, 2.521], [-2.782, 0.283, 2.923], [-1.071, 0.402, 2.669], [-2.379, -0.180, 5.211], [-1.264, 1.149, 5.359], [-1.068, -1.680, 3.353], [-4.660, -5.224, 1.787], [-4.093, -4.042, 0.953], [-4.634, -4.092, -0.482], [-4.007, -5.189, -1.336], [-2.484, -5.090, -1.305], [-1.921, -5.082, 0.119], [-2.600, -4.067, 0.979], [-2.157, -2.901, 0.666], [-2.066, -6.496, 0.717], [-0.415, -4.836, 0.067], [-4.643, -2.780, 1.618], [-5.384, -4.879, 2.526], [-5.163, -5.969, 1.170], [-3.887, -5.726, 2.365], [-4.453, -3.129, -0.971], [-5.718, -4.223, -0.453], [-4.337, -6.176, -1.001], [-4.354, -5.089, -2.367], [-2.051, -5.923, -1.863], [-2.179, -4.177, -1.827], [-1.757, -6.510, 1.763], [-1.427, -7.196, 0.180], [-3.076, -6.897, 0.651], [-0.162, -3.913, -0.452], [0.077, -5.649, -0.466], [0.009, -4.790, 1.073], [-4.265, -2.675, 2.638], [-5.730, -2.839, 1.666], [-4.398, -1.874, 1.064], [4.752, 3.856, -2.772], [4.724, 2.373, -3.236], [6.109, 1.943, -3.734], [6.476, 2.518, -5.099], [5.383, 2.217, -6.122], [3.998, 2.678, -5.660], [3.678, 2.187, -4.287], [3.369, 0.940, -4.358], [3.945, 4.218, -5.720], [2.948, 2.216, -6.666], [4.404, 1.567, -1.979], [4.672, 3.934, -1.688], [5.669, 4.370, -3.063], [3.907, 4.423, -3.158], [6.146, 0.851, -3.800], [6.862, 2.233, -2.998], [6.653, 3.595, -5.030], [7.418, 2.079, -5.437], [5.629, 2.696, -7.073], [5.367, 1.140, -6.315], [3.004, 4.592, -5.314], [4.009, 4.555, -6.756], [4.764, 4.704, -5.194], [2.963, 1.138, -6.817], [3.131, 2.678, -7.636], [1.945, 2.502, -6.343], [3.412, 1.813, -1.596], [5.127, 1.793, -1.196], [4.450, 0.491, -2.142]],
  "lowdin_charge": [-0.099, -0.389, -0.825, 0.811, 0.574, 0.505, -0.390, -0.267, -0.190, -0.194, -0.149, -0.241, -0.185, -0.118, -0.316, -0.135, -0.592, 0.150, 0.118, 0.064, 0.071, 0.053, 0.036, 0.078, 0.042, 0.029, -0.173, 0.056, 0.058, 0.104, 0.078, 0.086, 0.105, 0.093, 0.074, 0.108, 0.098, 0.123, 0.068, 0.064, 0.090, 0.082, 0.072, 0.044, 0.111, 0.092, 0.112, -0.024, -0.477, -0.138, -0.174, -0.133, -0.493, -0.084, -0.031, -0.041, -0.039, -0.057, 0.078, 0.081, 0.073, 0.125, 0.126, 0.103, 0.115, 0.126, 0.126, 0.091, 0.088, 0.063, 0.079, 0.088, 0.093, 0.086, 0.090, 0.075, -0.025, -0.475, -0.139, -0.177, -0.136, -0.497, -0.087, -0.014, -0.044, -0.046, -0.043, 0.078, 0.079, 0.071, 0.125, 0.125, 0.101, 0.113, 0.123, 0.125, 0.090, 0.086, 0.063, 0.079, 0.085, 0.091, 0.075, 0.092, 0.083],
  "charge": 0,
  "lumo_energy_ev": [0.42, -0.15],
  "multiplicity": 3,
  "homo_lumo_gap_ev": [8.8, 8.3],
  "energy_ev": -74622.360
}

***

No. 2
{
  "formula": "C48H40N2OP2Ru",
  "method": "wB97M-V/def2-TZVPD",
  "elements": ["Ru", "C", "C", "C", "C", "C", "C", "C", "C", "P", "C", "C", "C", "C", "C", "C", "C", "C", "C", "C", "C", "C", "C", "O", "C", "C", "C", "C", "C", "C", "P", "C", "C", "C", "C", "C", "C", "C", "C", "C", "C", "C", "C", "H", "H", "H", "H", "H", "H", "H", "H", "H", "H", "H", "H", "H", "H", "H", "H", "H", "H", "H", "H", "H", "H", "H", "H", "H", "H", "H", "H", "H", "H", "H", "H", "N", "C", "C", "C", "C", "C", "C", "C", "C", "N", "C", "H", "H", "H", "H", "H", "H", "H", "H"],
  "positions_angstrom": [[0.623, -0.030, -1.014], [-3.491, 0.767, 5.315], [-2.161, 0.934, 4.516], [-1.192, 1.678, 5.429], [-2.376, 1.850, 3.369], [-3.092, 3.076, 3.392], [-3.307, 3.805, 2.223], [-2.743, 3.373, 1.008], [-1.863, 2.341, 0.986], [-0.930, 1.860, -0.507], [0.824, 2.270, -0.445], [1.633, 2.168, 0.706], [3.006, 2.407, 0.625], [3.626, 2.618, -0.606], [2.917, 2.586, -1.774], [1.507, 2.449, -1.682], [-1.788, 2.759, -1.833], [-2.911, 2.200, -2.424], [-3.683, 3.032, -3.239], [-3.400, 4.362, -3.372], [-2.364, 4.978, -2.710], [-1.521, 4.153, -1.949], [-1.727, 1.542, 2.170], [-0.940, 0.500, 1.972], [-0.842, -0.484, 2.938], [-0.085, -1.563, 2.564], [-0.076, -2.631, 3.451], [-0.682, -2.509, 4.713], [-1.353, -1.369, 5.102], [-1.488, -0.339, 4.177], [0.612, -1.694, 0.882], [-0.496, -2.812, -0.013], [-1.887, -2.560, 0.020], [-2.743, -3.279, -0.805], [-2.272, -4.385, -1.496], [-0.898, -4.633, -1.560], [-0.015, -3.853, -0.846], [2.242, -2.379, 1.197], [3.325, -1.536, 1.524], [4.538, -2.051, 1.947], [4.744, -3.437, 1.887], [3.667, -4.277, 1.556], [2.436, -3.741, 1.236], [-3.875, 1.715, 5.644], [-3.310, 0.156, 6.224], [-4.248, 0.270, 4.715], [-1.590, 2.647, 5.734], [-0.238, 1.839, 4.892], [-0.994, 1.095, 6.344], [-3.604, 3.403, 4.297], [-3.908, 4.733, 2.186], [-2.972, 3.920, 0.124], [1.140, 2.095, 1.692], [3.553, 2.443, 1.605], [4.712, 2.748, -0.585], [3.358, 2.754, -2.755], [0.896, 2.514, -2.557], [-3.261, 1.183, -2.364], [-4.536, 2.615, -3.728], [-4.056, 5.038, -3.931], [-2.301, 6.057, -2.725], [-0.629, 4.533, -1.453], [0.377, -3.566, 3.137], [-0.628, -3.326, 5.387], [-1.774, -1.280, 6.083], [-2.338, -1.853, 0.722], [-3.791, -2.992, -0.858], [-2.955, -4.967, -2.070], [-0.587, -5.470, -2.117], [1.010, -4.080, -0.960], [3.255, -0.447, 1.522], [5.338, -1.359, 2.185], [5.688, -3.832, 2.165], [3.782, -5.347, 1.624], [1.611, -4.386, 1.017], [2.227, -1.351, -1.559], [2.469, -1.477, -2.990], [3.483, -2.161, -3.591], [3.657, -2.119, -4.987], [2.740, -1.474, -5.766], [1.646, -0.784, -5.169], [0.691, -0.065, -5.922], [-0.283, 0.633, -5.284], [-0.383, 0.540, -3.913], [0.517, -0.077, -3.162], [1.530, -0.776, -3.772], [3.114, -1.122, -1.096], [1.974, -2.257, -1.188], [4.214, -2.723, -2.980], [4.535, -2.509, -5.477], [2.795, -1.480, -6.822], [0.753, -0.140, -7.002], [-1.001, 1.263, -5.796], [-1.179, 1.077, -3.351]],
  "lowdin_charge": [1.151, 0.032, -0.429, 0.027, -0.041, 0.070, 0.053, -0.010, -0.206, 1.089, -0.471, -0.097, -0.034, -0.026, -0.008, -0.106, -0.415, -0.109, -0.032, -0.037, -0.018, -0.067, -0.173, 0.028, -0.160, -0.235, 0.012, 0.036, 0.055, -0.062, 1.066, -0.358, -0.084, -0.040, -0.005, -0.018, -0.094, -0.410, -0.105, -0.031, 0.008, -0.009, -0.104, 0.089, 0.110, 0.111, 0.114, 0.116, 0.123, 0.144, 0.157, 0.112, 0.121, 0.152, 0.143, 0.140, 0.090, 0.121, 0.124, 0.142, 0.132, 0.118, 0.129, 0.130, 0.137, 0.111, 0.127, 0.125, 0.117, 0.085, 0.093, 0.127, 0.119, 0.129, 0.099, 0.006, -0.212, 0.030, -0.005, 0.040, -0.113, 0.071, 0.000, -0.101, -0.026, -0.164, 0.124, 0.045, 0.148, 0.136, 0.129, 0.152, 0.138, 0.083],
  "charge": 4,
  "lumo_energy_ev": [-11.75, -13.88],
  "multiplicity": 5,
  "homo_lumo_gap_ev": [6.9, 4.9],
  "energy_ev": -76573.005
}

***

No. 3
{
  "formula": "C4H7NO",
  "method": "wB97M-V/def2-TZVPD",
  "elements": ["C", "C", "C", "O", "C", "N", "H", "H", "H", "H", "H", "H", "H"],
  "positions_angstrom": [[-1.607, 1.656, -0.911], [-0.804, 1.136, -0.174], [0.171, 0.475, 0.682], [-0.438, 0.420, 1.982], [0.468, -0.940, 0.151], [0.990, -0.893, -1.209], [-2.378, 2.102, -1.517], [1.111, 1.070, 0.679], [0.250, 0.142, 2.592], [-0.453, -1.499, 0.308], [1.211, -1.392, 0.816], [0.283, -0.466, -1.793], [1.196, -1.811, -1.606]],
  "lowdin_charge": [0.136, -0.095, -0.402, -0.029, -0.253, 0.006, 0.035, 0.156, 0.089, 0.115, 0.115, 0.053, 0.074],
  "charge": 0,
  "lumo_energy_ev": 0.89,
  "homo_lumo_gap_ev": 10.4,
  "smiles": "C#C[C@@H](O)CN",
  "energy_ev": -7796.764
}

***

No. 4
{
  "formula": "C4H4O",
  "method": "wB97M-V/def2-TZVPD",
  "elements": ["C", "C", "C", "C", "O", "H", "H", "H", "H"],
  "positions_angstrom": [[-1.440, -1.379, 1.038], [-0.629, -0.586, 0.653], [0.478, -0.152, -0.133], [0.564, 1.187, -0.681], [1.357, 0.794, 0.433], [-2.106, -2.065, 1.480], [0.922, -0.982, -0.688], [-0.236, 1.894, -0.479], [1.090, 1.290, -1.623]],
  "lowdin_charge": [0.138, -0.072, -0.351, -0.110, -0.017, 0.025, 0.154, 0.120, 0.113],
  "charge": 0,
  "lumo_energy_ev": 0.98,
  "homo_lumo_gap_ev": 11.0,
  "smiles": "C#C[C@H]1CO1",
  "energy_ev": -6256.667
}

***

Number 1: F_max 0.071 hartree/bohr. Number 2: F_max 0.038 hartree/bohr. Number 3: F_max 0.027 hartree/bohr. Number 4: F_max 0.021 hartree/bohr.